(1)
6
Properties=species:S:1:pos:R:3:forces:R:3 method="wB97M-V/def2-TZVPD" energy_ev=-42810.6488 total_charge=0 e_above_lowest_kj_mol=237.9 lumo_ev="-2.92 / -3.11"
O 0.643240 -0.466160 0.062818 0.5488 -0.6880 -0.1373
P 1.857178 0.527585 -0.361703 -1.7830 1.5030 0.2438
S 1.214702 2.407241 -0.017195 0.5905 -0.8589 -0.4652
Cl 3.183812 -0.037419 1.025498 0.6359 -0.3266 0.4951
I 6.496598 -0.135274 -0.128860 -0.0059 0.0042 -0.0132
H -0.255596 -0.145398 -0.051516 0.0136 0.3663 -0.1231

***

(2)
33
Properties=species:S:1:pos:R:3:forces:R:3 method="wB97M-V/def2-TZVPD" energy_ev=-22879.4689 total_charge=0 e_above_lowest_kj_mol=197.3 smiles=O.O.O.O.O.O.O.O.O.O.O lumo_ev=-0.12
O 1.271590 1.671640 1.896852 0.7278 -0.0823 -0.1791
H 0.698833 2.432406 1.915146 -0.4828 0.5916 -0.1424
H 2.170282 2.031115 1.957787 -0.2217 -0.2806 -0.1426
O -0.874591 -2.369458 -0.569587 2.6255 2.4327 1.1817
H -1.675902 -2.721824 -0.837634 -1.9694 -1.8293 -0.8188
H -0.126003 -2.949940 -0.413054 -0.6218 -0.6577 -0.1819
O 2.075557 -1.013309 -1.504268 0.9502 -0.8093 -0.2555
H 1.530026 -0.542471 -0.854890 -0.7748 -0.1895 -0.5513
H 1.595500 -1.674865 -2.037081 -0.0365 0.7938 0.5573
O -1.507722 0.385068 2.217816 0.2744 2.9704 0.1598
H -1.456148 -0.501447 2.011880 -0.0891 -3.1156 -0.3270
H -2.284572 0.567153 2.741121 -0.2071 -0.2441 0.4480
O 0.402140 0.882150 4.328614 1.0779 0.0383 0.9125
H 0.665789 1.128957 3.435952 -0.2813 -0.1718 -0.3979
H 1.283796 0.911185 4.755745 -0.8807 -0.1671 0.0870
O -1.872796 0.503418 -2.168603 1.2934 -1.2373 0.1075
H -1.184691 0.387176 -1.471469 -0.5919 0.5391 -0.9647
H -2.481032 1.066441 -1.732361 -0.9986 1.0319 0.5733
O 3.122173 -1.356337 1.179767 0.9883 -0.4425 -0.7271
H 4.046163 -1.642834 0.971309 -1.1322 0.3938 0.4246
H 2.714673 -1.381055 0.290338 0.3206 -0.0286 0.2990
O -0.996137 -2.192585 -3.467879 0.4529 -2.0980 -2.0523
H -0.773099 -1.922320 -2.619966 0.4657 1.0072 2.3391
H -1.673733 -1.620807 -3.765406 -0.9324 1.1429 -0.3673
O 0.101594 0.219902 -0.218856 0.7499 0.9362 0.3869
H -0.361971 -0.603102 -0.232832 -0.6382 -1.4562 0.1462
H 0.351320 0.383602 0.704167 0.0508 0.4138 -0.0220
O 1.166334 1.251490 -3.093827 -0.6416 2.0800 -0.7752
H 0.702987 2.132854 -2.984447 0.7365 -1.7865 -0.0233
H 1.145041 0.813863 -2.251982 -0.0353 -0.1234 0.5739
O -2.406010 2.239280 0.520309 0.4718 -0.3170 -0.0223
H -3.332808 2.066504 0.372538 -0.3950 -0.0128 0.0192
H -2.036583 1.418149 0.924802 -0.2551 0.6779 -0.2654

***

(3)
10
Properties=species:S:1:pos:R:3:forces:R:3 method="wB97M-V/def2-TZVPD" energy_ev=-16039.8735 total_charge=0 e_above_lowest_kj_mol=99.0 smiles="C[C@@](F)(I)C=O" lumo_ev=0.30
C 0.913084 -0.877220 -0.262654 -3.2584 -0.1519 0.4654
C -0.449382 -0.031523 -0.449991 1.3854 0.9743 2.0020
F -0.581758 0.316565 -1.750076 -0.3698 0.1390 0.1201
I -2.167720 -1.086604 0.359138 0.0876 -0.0286 -0.4914
C -0.424472 1.368426 0.609330 -1.8059 -3.1321 -0.7904
O 0.599622 1.877773 0.821646 1.6642 1.2751 0.2186
H 1.636952 -0.234581 0.160034 0.8959 0.7717 0.2917
H 1.221475 -1.219952 -1.262970 -0.1941 -0.3147 0.6763
H 0.616092 -1.641627 0.525018 0.9510 0.4884 -1.4230
H -1.363895 1.528740 1.250524 0.6441 -0.0212 -1.0691

***

(4)
14
Properties=species:S:1:pos:R:3:forces:R:3 method="wB97M-V/def2-TZVPD" energy_ev=-8245.7121 total_charge=+2 e_above_lowest_kj_mol=57.1 smiles=[NH3+]C#C[NH2+]CO lumo_ev=-8.33
N 2.931814 0.345844 -0.033545 0.2324 3.8083 0.4798
C 1.589343 0.009530 0.118649 -9.2243 -2.8023 -0.1681
C 0.337809 -0.314089 0.154148 9.7950 2.4871 0.4941
N -0.894489 -0.858828 0.443879 -2.5230 1.4000 -0.0326
C -1.968153 -0.153493 -0.496387 0.3678 1.5012 1.0463
O -2.006874 1.121919 0.036170 0.3168 -0.1366 -0.4283
H 3.575291 -0.426503 -0.193884 0.3319 -0.4697 0.4334
H 3.152522 1.004208 0.798331 0.4134 -1.6825 -0.7036
H 3.125750 1.069754 -0.791235 -0.5863 -1.0509 0.1052
H -0.824261 -1.874852 0.331627 -0.4975 -0.2375 0.3972
H -1.426990 -0.468460 1.322821 2.0266 -1.2145 -0.8045
H -2.906193 -0.538470 -0.337650 -1.9132 -2.1190 0.5147
H -1.741056 -0.236697 -1.511326 1.2178 -0.0892 -1.5564
H -2.944511 1.320131 0.158401 0.0428 0.6055 0.2229

***

Repeat the second record exactly.
33
Properties=species:S:1:pos:R:3:forces:R:3 method="wB97M-V/def2-TZVPD" energy_ev=-22879.4689 total_charge=0 e_above_lowest_kj_mol=197.3 smiles=O.O.O.O.O.O.O.O.O.O.O lumo_ev=-0.12
O 1.271590 1.671640 1.896852 0.7278 -0.0823 -0.1791
H 0.698833 2.432406 1.915146 -0.4828 0.5916 -0.1424
H 2.170282 2.031115 1.957787 -0.2217 -0.2806 -0.1426
O -0.874591 -2.369458 -0.569587 2.6255 2.4327 1.1817
H -1.675902 -2.721824 -0.837634 -1.9694 -1.8293 -0.8188
H -0.126003 -2.949940 -0.413054 -0.6218 -0.6577 -0.1819
O 2.075557 -1.013309 -1.504268 0.9502 -0.8093 -0.2555
H 1.530026 -0.542471 -0.854890 -0.7748 -0.1895 -0.5513
H 1.595500 -1.674865 -2.037081 -0.0365 0.7938 0.5573
O -1.507722 0.385068 2.217816 0.2744 2.9704 0.1598
H -1.456148 -0.501447 2.011880 -0.0891 -3.1156 -0.3270
H -2.284572 0.567153 2.741121 -0.2071 -0.2441 0.4480
O 0.402140 0.882150 4.328614 1.0779 0.0383 0.9125
H 0.665789 1.128957 3.435952 -0.2813 -0.1718 -0.3979
H 1.283796 0.911185 4.755745 -0.8807 -0.1671 0.0870
O -1.872796 0.503418 -2.168603 1.2934 -1.2373 0.1075
H -1.184691 0.387176 -1.471469 -0.5919 0.5391 -0.9647
H -2.481032 1.066441 -1.732361 -0.9986 1.0319 0.5733
O 3.122173 -1.356337 1.179767 0.9883 -0.4425 -0.7271
H 4.046163 -1.642834 0.971309 -1.1322 0.3938 0.4246
H 2.714673 -1.381055 0.290338 0.3206 -0.0286 0.2990
O -0.996137 -2.192585 -3.467879 0.4529 -2.0980 -2.0523
H -0.773099 -1.922320 -2.619966 0.4657 1.0072 2.3391
H -1.673733 -1.620807 -3.765406 -0.9324 1.1429 -0.3673
O 0.101594 0.219902 -0.218856 0.7499 0.9362 0.3869
H -0.361971 -0.603102 -0.232832 -0.6382 -1.4562 0.1462
H 0.351320 0.383602 0.704167 0.0508 0.4138 -0.0220
O 1.166334 1.251490 -3.093827 -0.6416 2.0800 -0.7752
H 0.702987 2.132854 -2.984447 0.7365 -1.7865 -0.0233
H 1.145041 0.813863 -2.251982 -0.0353 -0.1234 0.5739
O -2.406010 2.239280 0.520309 0.4718 -0.3170 -0.0223
H -3.332808 2.066504 0.372538 -0.3950 -0.0128 0.0192
H -2.036583 1.418149 0.924802 -0.2551 0.6779 -0.2654